[1]
# C51H35ClF15GeN8O2PSTa

C51H35ClF15GeN8O2PSTa as an isolated structure in a non-equilibrium geometry (the ωB97M-V functional and the def2-TZVPD basis, OMol25).

The HOMO-LUMO gap comes out at 7.005 eV. The calculation puts the molecular weight at 1428.9 g mol⁻¹. The HOMO energy comes out at -0.3611 Ha. The value obtained for the largest force on an atom is 1.29 eV Å⁻¹. As for the total charge: +1.

Cartesian coordinates (Å):
Ta1 -0.135 0.585 0.535
Ge1 -0.414 -2.956 -1.884
Cl1 3.946 3.736 -5.230
S1 0.313 -0.945 -1.393
P1 -1.564 4.710 0.281
F1 1.926 -6.349 2.603
F2 -4.809 -4.303 -4.581
F3 -5.366 -2.708 -0.205
F4 0.168 -5.743 -3.007
F5 0.818 -1.245 -4.356
F6 1.547 -6.554 -5.144
F7 -2.173 -4.035 -4.382
F8 -1.829 -5.079 0.170
F9 -2.707 -2.434 0.029
F10 -0.739 -6.447 2.162
F11 2.190 -2.097 -6.456
F12 3.516 -4.843 1.013
F13 2.571 -4.741 -6.872
F14 -6.415 -3.647 -2.514
F15 2.464 -3.419 -0.979
O1 -0.390 3.600 -0.682
O2 1.374 1.457 -0.480
N1 1.655 3.783 1.380
N2 -1.663 4.114 2.935
N3 2.333 5.664 0.424
N4 -1.247 -0.368 1.571
N5 -0.976 2.345 1.837
N6 1.667 -0.090 1.775
N7 -1.478 3.040 -2.747
N8 -1.464 1.555 -1.111
C1 -4.031 0.407 1.566
C2 0.959 4.194 -1.022
C3 2.472 -1.068 1.331
C4 -1.260 4.282 -3.486
C5 -2.531 -2.714 4.110
C6 -1.052 2.730 -1.525
C7 1.706 -2.983 -5.587
C8 -2.105 5.477 3.196
C9 3.470 -1.605 2.116
C10 -3.477 -0.650 2.486
C11 -0.509 -4.962 0.343
C12 -2.129 -1.037 2.440
C13 -1.488 3.118 3.877
C14 -4.320 -1.296 3.383
C15 -0.232 -2.575 3.101
C16 -1.061 2.039 3.194
C17 3.666 -1.140 3.411
C18 1.869 0.393 3.012
C19 0.488 -3.459 -3.545
C20 3.200 3.063 -3.815
C21 1.748 3.297 -1.916
C22 3.468 1.753 -3.438
C23 1.379 -5.255 -4.919
C24 -3.854 -2.312 4.202
C25 2.421 4.501 2.266
C26 0.033 -5.699 1.380
C27 2.200 -4.886 0.791
C28 1.626 -4.157 -0.230
C29 2.851 5.661 1.693
C30 2.869 1.215 -2.313
C31 0.261 -4.159 -0.483
C32 4.708 -1.748 4.307
C33 -3.198 -2.880 -1.125
C34 2.343 3.834 -3.058
C35 -1.655 -2.094 3.227
C36 1.994 1.976 -1.538
C37 1.620 4.511 0.292
C38 -5.102 -3.506 -2.398
C39 -4.565 -3.022 -1.219
C40 2.847 -0.103 3.844
C41 -4.278 -3.844 -3.451
C42 -1.343 3.630 1.713
C43 1.393 -5.655 1.605
C44 -2.203 1.943 -3.180
C45 1.900 -4.331 -5.804
C46 -2.910 -3.693 -3.321
C47 0.683 -4.806 -3.817
C48 2.517 6.719 -0.567
C49 -2.185 1.041 -2.171
C50 -2.331 -3.210 -2.156
C51 1.002 -2.566 -4.473
H1 -2.171 -3.537 4.719
H2 3.472 6.465 2.057
H3 -5.116 0.324 1.503
H4 -3.790 1.414 1.915
H5 1.235 1.212 3.323
H6 -3.618 0.317 0.559
H7 -1.447 5.135 -2.836
H8 -2.664 1.918 -4.153
H9 5.032 -1.048 5.076
H10 -2.641 0.067 -2.117
H11 2.300 -1.405 0.319
H12 1.579 7.242 -0.755
H13 0.461 -1.948 3.672
H14 0.722 5.130 -1.521
H15 -2.954 5.737 2.562
H16 -0.142 -3.595 3.480
H17 -0.249 4.316 -3.881
H18 -1.969 4.315 -4.307
H19 -5.365 -1.005 3.422
H20 4.143 1.154 -4.036
H21 4.294 -2.626 4.809
H22 4.102 -2.384 1.708
H23 -1.697 3.270 4.923
H24 -2.424 5.552 4.231
H25 5.578 -2.076 3.738
H26 0.095 -2.562 2.059
H27 2.152 4.863 -3.347
H28 -1.291 6.177 3.012
H29 -0.880 1.044 3.564
H30 2.907 6.310 -1.497
H31 -4.529 -2.811 4.888
H32 3.240 7.431 -0.182
H33 2.620 4.142 3.264
H34 2.968 0.321 4.833
H35 3.059 0.189 -2.026

These are the Mulliken partial charges, in e, on atoms 1 to 5: number 1, Ta, carries 0.267; number 2, Ge, carries 2.460; number 3, Cl, carries -0.227; number 4, S, carries -1.295; number 5, P, carries -0.739

***

[2]
# C51H38Cl5N4O5PTa

C51H38Cl5N4O5PTa as an isolated structure in a non-equilibrium geometry (the ωB97M-V functional and the def2-TZVPD basis, OMol25).

The HOMO-LUMO gap comes out at 6.690 eV. The calculation puts the molecular weight at 1176.1 g mol⁻¹. The HOMO energy comes out at -0.3905 Ha. The value obtained for the largest force on an atom is 1.34 eV Å⁻¹. As for the total charge: +1.

Cartesian coordinates (Å):
Ta1 -0.289 0.405 0.200
Cl1 1.715 3.376 -6.487
Cl2 4.680 -4.664 -2.456
Cl3 5.628 -4.358 0.269
Cl4 2.965 -5.376 -0.230
Cl5 -2.303 3.764 -2.947
P1 -2.706 -0.507 -1.277
O1 1.619 -3.090 1.738
O2 1.442 3.818 2.056
O3 -0.865 1.637 -1.528
O4 -1.322 0.496 2.272
O5 0.963 -0.131 -1.313
N1 1.473 0.385 1.550
N2 3.306 -1.831 -0.759
N3 0.157 2.412 0.724
N4 0.074 -1.598 0.878
C1 -2.515 -3.486 -4.768
C2 1.259 -1.963 1.472
C3 -1.731 -2.341 -4.725
C4 -0.288 1.977 -2.612
C5 -2.003 5.388 0.136
C6 -0.204 3.420 -4.568
C7 -1.811 -1.495 -3.631
C8 -3.346 -0.517 1.370
C9 1.437 0.290 -2.408
C10 -1.224 6.123 -0.739
C11 -1.963 -4.487 -0.309
C12 0.990 2.799 -5.024
C13 -2.046 0.114 1.359
C14 -0.833 3.022 -3.428
C15 3.702 -2.905 -0.772
C16 -0.863 -2.703 0.851
C17 -4.961 1.793 -3.856
C18 -2.397 3.432 1.645
C19 -5.536 2.722 -3.006
C20 1.832 3.924 -1.099
C21 -3.821 0.761 -1.998
C22 4.220 -4.288 -0.792
C23 -4.417 1.693 -1.148
C24 0.002 5.623 -1.148
C25 -2.718 -4.763 0.817
C26 -0.357 3.654 0.163
C27 1.163 2.720 1.637
C28 1.943 1.524 2.050
C29 1.520 1.768 -4.330
C30 3.163 -0.822 2.693
C31 -5.312 -1.332 2.449
C32 -5.788 -1.749 1.204
C33 -2.475 -4.062 1.987
C34 3.677 0.369 3.187
C35 3.041 1.564 2.883
C36 -1.014 -3.468 -0.305
C37 2.046 -0.769 1.890
C38 0.457 4.389 -0.699
C39 -3.370 -3.778 -3.715
C40 -1.576 4.151 0.610
C41 -0.077 -3.333 -1.472
C42 -2.686 -1.769 -2.578
C43 -1.190 -2.428 3.362
C44 -4.091 -0.696 2.536
C45 -3.790 -0.969 0.124
C46 0.887 1.345 -3.123
C47 -5.047 -1.560 0.047
C48 -1.527 -3.047 2.033
C49 -4.098 0.824 -3.360
C50 -5.261 2.670 -1.646
C51 -3.459 -2.923 -2.625
H1 -2.083 -5.084 -1.203
H2 -0.273 -2.881 3.747
H3 4.552 0.364 3.824
H4 -2.918 2.569 1.225
H5 0.628 6.201 -1.816
H6 0.854 -3.856 -1.233
H7 -1.983 -2.622 4.084
H8 -4.104 -3.186 -1.800
H9 -2.950 5.784 0.481
H10 3.585 -1.789 2.927
H11 1.912 2.838 -1.130
H12 -5.464 -1.846 -0.908
H13 -3.707 -0.331 3.480
H14 2.575 4.284 -0.384
H15 3.360 2.521 3.271
H16 -3.458 -5.552 0.799
H17 -3.977 -4.674 -3.743
H18 -4.251 1.646 -0.080
H19 -3.673 0.103 -4.046
H20 -2.455 -4.153 -5.618
H21 2.101 4.314 -2.081
H22 -5.907 -1.494 3.337
H23 -1.059 -2.109 -5.540
H24 2.413 1.262 -4.673
H25 -3.154 4.099 2.054
H26 -1.179 -0.612 -3.592
H27 -0.630 4.229 -5.147
H28 -5.715 3.382 -0.969
H29 -6.195 3.485 -3.399
H30 -0.500 -3.791 -2.365
H31 0.187 -2.304 -1.694
H32 -1.021 -1.354 3.315
H33 -6.763 -2.211 1.136
H34 -3.005 -4.324 2.894
H35 -1.779 3.069 2.466
H36 -5.177 1.818 -4.916
H37 -1.566 7.084 -1.098
H38 2.319 -0.237 -2.779

These are the Mulliken partial charges, in e, on atoms 1 to 5: number 1, Ta, carries 2.127; number 2, Cl, carries -0.206; number 3, Cl, carries -0.099; number 4, Cl, carries -0.102; number 5, Cl, carries -0.053

***

no.,electronic energy (a.u.)
1,-7384.5072
2,-5260.7801